The following is a DFT calculation (ωB97M-V with the def2-TZVPD basis set) of a molecular structure, C36H21Br5Cl5N4O4SbTi.

Last column: Mulliken spin population.
Positions of all 77 atoms, in Å:
Ti: 1.04236 1.16110 -0.08590  0.89
C: -3.11782 -0.14827 -3.09103  0.00
C: -3.40239 0.51895 -1.77664  0.00
C: -4.42251 1.46744 -1.66468  0.00
C: -4.66495 2.04031 -0.43746  0.00
C: -3.86829 1.66779 0.64319  0.00
C: -2.84207 0.74833 0.44044  0.00
N: -2.63669 0.17971 -0.74573  0.00
Sb: -1.78262 0.46747 2.32425  0.00
C: -1.60253 -1.67979 2.32760  0.00
C: -2.78015 -2.40789 2.42273  0.00
C: -2.70796 -3.79423 2.38100  0.00
C: -1.46591 -4.38873 2.25262  0.00
C: -0.33262 -3.57883 2.18184  0.00
C: 1.03705 -4.17467 2.02362  0.00
N: -0.40758 -2.25276 2.22898  0.00
C: 0.38247 0.78010 2.63348  0.04
C: 0.65457 0.35972 3.92829  -0.02
C: 1.84771 0.72519 4.53040  0.02
C: 2.71837 1.54814 3.84187  -0.01
C: 2.41294 1.93421 2.54422  0.03
C: 3.34217 2.82131 1.77808  0.01
N: 1.27465 1.52318 1.95737  -0.03
H: -2.86908 0.59390 -3.85144  0.00
H: -2.27356 -0.82475 -2.98487  0.00
H: -3.98810 -0.70973 -3.43772  0.00
H: -5.00124 1.74184 -2.53717  0.00
H: -5.44376 2.78313 -0.31718  0.00
H: -4.01727 2.12966 1.61115  0.00
H: -3.73813 -1.90753 2.50542  0.00
H: -3.60624 -4.39719 2.42786  0.00
H: -1.36632 -5.46419 2.18529  0.00
H: 1.03457 -4.95372 1.25982  0.00
H: 1.74457 -3.39821 1.73966  0.00
H: 1.37294 -4.62931 2.95876  0.00
H: -0.07052 -0.23758 4.46817  0.00
H: 2.08123 0.39327 5.53417  0.00
H: 3.64253 1.89029 4.28665  0.00
H: 2.80139 3.44839 1.07123  0.00
H: 3.90393 3.44736 2.47102  0.00
H: 4.04634 2.21906 1.20052  0.00
Cl: -0.83475 3.83527 2.02986  0.00
C: -1.20903 3.75693 0.30423  -0.03
C: -0.59840 2.79590 -0.48122  0.05
C: -0.94616 2.89277 -1.82897  0.00
Cl: -0.16693 1.82859 -2.98017  0.00
C: -1.89558 3.77075 -2.33863  0.00
Cl: -2.34947 3.75028 -4.00659  0.00
C: -2.51715 4.67027 -1.47470  0.00
Cl: -3.73017 5.74820 -2.06296  0.00
C: -2.15013 4.67901 -0.13707  -0.01
Cl: -2.89955 5.80478 0.94234  0.00
Br: 7.09313 -0.68554 -2.83443  0.00
C: 5.58213 0.30817 -2.28110  0.00
C: 5.27472 1.51687 -2.88431  0.00
Br: 6.36110 2.21466 -4.26391  0.00
C: 4.14035 2.22949 -2.46826  0.00
Br: 3.63992 3.87840 -3.23539  0.00
C: 3.33252 1.73318 -1.46600  0.02
O: 2.23833 2.33848 -1.01633  -0.01
C: 3.65090 0.50429 -0.82324  0.00
O: 2.85540 0.13135 0.13831  -0.01
C: 4.77581 -0.19415 -1.25447  0.00
Br: 5.10512 -1.84743 -0.40244  0.00
Br: 1.35841 -6.22662 -2.60595  0.00
C: 0.29408 -4.82596 -1.91031  0.00
C: -0.99216 -5.10391 -1.46476  0.00
N: -1.79753 -4.18113 -0.95367  0.00
C: -1.32851 -2.94010 -0.85239  0.00
C: -0.06071 -2.57291 -1.28704  0.00
C: 0.77739 -3.53416 -1.84121  0.00
C: 0.43684 -1.16422 -1.17881  0.00
O: 1.25582 -0.71591 -1.97476  -0.01
O: -0.03819 -0.47478 -0.19375  0.07
H: -1.37475 -6.11616 -1.52919  0.00
H: -1.97953 -2.18765 -0.42719  0.00
H: 1.76527 -3.25947 -2.18543  0.00

Atoms 1-2, force components in eV/Å:
0.33 0.45 -0.55
-0.01 -0.01 -0.04

Values from the calculation:
energy above the lowest of the compared OMol25 structures with the same formula, charge and spin: 4.7 kcal per mole
frontier orbital gap (alpha / beta): 6.97 / 6.98 eV
multiplicity: 2
charge: -1

The following is a DFT calculation (ωB97M-V with the def2-TZVPD basis set) of a molecular structure, C36H21F15GeN5O5SSr.

Last column: Löwdin charge in e.
Positions of all 85 atoms, in Å:
Sr: 0.44653 0.13527 -0.33815  1.30
C: -2.79670 -1.17790 1.04909  -0.22
C: -3.13798 -0.12624 0.00410  -0.20
N: -2.21424 -0.12488 -1.13087  -0.13
C: -2.29156 -1.24109 -2.06307  -0.16
C: -1.52394 -2.48080 -1.62330  -0.26
C: -1.96499 -3.75816 -1.95463  -0.02
C: -1.22633 -4.84803 -1.51754  -0.06
C: -0.09979 -4.64620 -0.73117  -0.02
C: 0.27623 -3.34246 -0.43385  -0.26
C: 1.49256 -3.03689 0.42679  -0.14
N: 1.31626 -1.89853 1.32578  -0.11
C: 0.54835 -2.11693 2.54489  -0.19
C: -0.95391 -2.18308 2.29866  -0.22
N: -1.43591 -1.05069 1.53753  -0.10
N: -0.41044 -2.30534 -0.91304  0.08
H: -2.89738 -2.17453 0.60308  0.11
H: -3.55239 -1.12458 1.84768  0.12
H: -3.07291 0.86244 0.46602  0.12
H: -4.18127 -0.28871 -0.31168  0.12
H: -2.29912 0.74442 -1.64469  0.06
H: -1.86495 -0.89123 -3.00945  0.11
H: -3.32972 -1.54766 -2.26052  0.12
H: -2.87124 -3.88960 -2.53338  0.11
H: -1.54241 -5.85420 -1.76659  0.10
H: 0.47105 -5.48067 -0.34345  0.11
H: 2.31916 -2.77513 -0.24274  0.12
H: 1.77479 -3.95379 0.96473  0.12
H: 2.22696 -1.51195 1.53519  0.11
H: 0.75988 -1.27794 3.21299  0.12
H: 0.85111 -3.03504 3.07071  0.11
H: -1.45174 -2.30352 3.27329  0.12
H: -1.18593 -3.08806 1.72676  0.11
H: -1.27745 -0.15234 1.99202  0.10
O: 4.68617 4.71110 1.45526  0.06
C: 3.80932 3.68920 1.26056  -0.29
C: 2.46376 3.80809 1.59613  0.06
C: 1.64009 2.72041 1.37191  -0.18
N: 2.11302 1.59816 0.83566  0.03
C: 3.39333 1.48903 0.47511  -0.19
C: 4.29529 2.51290 0.70020  0.04
C: 3.78368 0.19593 -0.27064  -0.64
O: 4.97299 -0.12700 -0.25052  0.02
O: 2.81247 -0.39782 -0.84365  -0.19
C: 0.13147 2.75696 1.70568  -0.62
O: -0.25835 3.69785 2.39728  0.01
O: -0.55105 1.79071 1.22182  -0.20
H: 4.20724 5.46166 1.82121  0.10
H: 2.04527 4.71051 2.02797  0.12
H: 5.33344 2.40173 0.41407  0.13
F: 4.12403 1.56456 -5.76419  0.09
C: 3.84801 0.43433 -5.08410  -0.23
C: 2.62441 0.31120 -4.44410  -0.12
C: 2.38412 -0.90253 -3.81977  -0.23
F: 1.20531 -1.18884 -3.25150  0.04
C: 3.32938 -1.91700 -3.79594  -0.14
F: 3.05956 -3.08092 -3.19255  0.11
C: 4.54484 -1.73687 -4.41784  -0.13
F: 5.45398 -2.71110 -4.40647  0.13
C: 4.81044 -0.54872 -5.08067  -0.14
F: 5.97755 -0.38205 -5.70854  0.12
Ge: 1.41841 1.89573 -4.39272  0.60
S: -0.09953 1.61386 -2.95093  0.19
C: 0.69465 2.22434 -6.20923  -0.12
C: -0.22802 3.24791 -6.37011  -0.25
F: -0.51925 4.04653 -5.34059  0.09
C: -0.88603 3.48334 -7.55966  -0.14
F: -1.76071 4.48447 -7.67750  0.12
C: -0.63505 2.66442 -8.64514  -0.14
F: -1.26026 2.87653 -9.80280  0.12
C: 0.26069 1.62266 -8.52300  -0.14
F: 0.49909 0.82454 -9.56978  0.11
C: 0.90132 1.41716 -7.31352  -0.21
F: 1.75458 0.38417 -7.26180  0.10
C: 2.69905 3.35469 -3.96601  -0.11
C: 3.50019 3.18648 -2.84732  -0.21
F: 3.35534 2.09350 -2.09564  0.10
C: 4.48545 4.08212 -2.48191  -0.12
F: 5.24948 3.86751 -1.41045  0.12
C: 4.68907 5.20559 -3.25948  -0.13
F: 5.63317 6.08344 -2.93103  0.13
C: 3.92293 5.40530 -4.39358  -0.14
F: 4.14000 6.47915 -5.16163  0.11
C: 2.95465 4.47928 -4.73118  -0.21
F: 2.29735 4.70356 -5.88013  0.09

Atoms 1-2, force components in eV/Å:
-0.38 -0.07 -0.39
0.09 -0.15 -0.01

Values from the calculation:
energy above the lowest of the compared OMol25 structures with the same formula, charge and spin: 12.0 kcal per mole
frontier orbital gap: 7.81 eV
charge: -1

The following is a DFT calculation (ωB97M-V with the def2-TZVPD basis set) of a molecular structure, C36H22BrN4O5STi at a distorted geometry.

Last column: natural (NBO) charge in e.
Positions of all 70 atoms, in Å:
Ti: -0.59348 0.59483 -0.14458  1.71
Br: 0.40902 -6.60889 -1.46876  0.01
C: -0.18211 -4.84383 -1.06190  -0.13
C: -1.35239 -4.36469 -1.65216  -0.20
C: -1.77099 -3.07850 -1.39374  -0.26
C: -1.01827 -2.22980 -0.56355  0.39
O: -1.40529 -1.00961 -0.33409  -0.71
C: 0.16306 -2.74053 0.03596  -0.14
C: 0.92564 -1.91517 0.94890  0.19
N: 0.63530 -0.68756 1.14473  -0.50
C: 1.16672 0.08597 2.18804  0.23
C: 2.44614 0.09748 2.66076  -0.24
C: 2.81426 0.98757 3.69274  -0.20
C: 1.89754 1.81185 4.27629  -0.17
C: 0.54513 1.77614 3.85938  -0.08
C: -0.49274 2.51652 4.46421  -0.17
C: -1.77710 2.33300 4.03978  -0.19
C: -2.03871 1.43820 2.98528  0.05
N: -1.09606 0.78433 2.34767  -0.44
C: 0.18417 0.92538 2.79829  0.12
C: 0.56222 -4.05663 -0.22047  -0.20
H: -1.92008 -5.00187 -2.31680  0.22
H: -2.66961 -2.67540 -1.84155  0.24
H: 1.70422 -2.40283 1.54471  0.19
H: 3.19042 -0.54797 2.20990  0.21
H: 3.84533 1.01484 4.02096  0.21
H: 2.19131 2.49794 5.06125  0.21
H: -0.26037 3.21621 5.25822  0.21
H: -2.59781 2.86894 4.49715  0.21
H: -3.05310 1.26272 2.64779  0.21
H: 1.46747 -4.43639 0.23887  0.23
O: -5.09961 2.15366 -0.14850  -0.72
C: -3.77038 1.80419 -0.22825  0.69
O: -3.45523 0.70051 -0.65784  -0.66
C: -2.84477 2.76657 0.24518  -0.16
C: -3.24126 4.00292 0.80200  -0.14
C: -2.32548 4.87771 1.30125  -0.36
C: -0.95088 4.50350 1.22710  -0.20
C: -0.60841 3.32212 0.65726  0.00
N: -1.49811 2.39997 0.14654  -0.60
C: 0.82798 2.88897 0.54084  0.77
O: 1.74809 3.56361 0.96632  -0.65
O: 0.94265 1.73348 -0.04943  -0.78
H: -5.56645 1.38137 -0.49487  0.48
H: -4.30004 4.22547 0.82612  0.22
H: -2.62507 5.81995 1.74010  0.20
H: -0.15979 5.13618 1.60575  0.23
S: 1.22246 -2.72155 -3.42454  0.36
C: 2.41717 -3.11684 -2.23880  -0.25
C: 3.15320 -4.28643 -2.08141  -0.21
C: 4.06877 -4.34969 -1.04512  -0.23
C: 4.25340 -3.26002 -0.18729  -0.24
C: 3.51250 -2.10269 -0.33731  -0.23
C: 2.56915 -2.03049 -1.36248  0.19
N: 1.75602 -0.94711 -1.61631  -0.47
C: 1.01180 -1.13719 -2.65158  0.14
C: 0.05544 -0.15071 -3.17729  -0.08
C: -0.18141 -0.13673 -4.55764  -0.21
C: -0.99011 0.83524 -5.11673  -0.25
C: -1.53255 1.80562 -4.28352  -0.21
C: -1.29796 1.76715 -2.91476  -0.20
C: -0.52195 0.77853 -2.28931  -0.31
H: 3.00243 -5.12900 -2.74380  0.22
H: 4.64590 -5.25331 -0.89525  0.21
H: 4.99198 -3.32496 0.60212  0.21
H: 3.64938 -1.24500 0.30984  0.23
H: 0.29495 -0.87287 -5.19697  0.20
H: -1.18035 0.84612 -6.18336  0.20
H: -2.14973 2.59391 -4.70235  0.20
H: -1.74356 2.54558 -2.30903  0.22

Atoms 1-2, force components in eV/Å:
-1.40 3.57 -0.12
-0.04 0.03 0.03

Values from the calculation:
energy above the lowest of the compared OMol25 structures with the same formula, charge and spin: 24.4 kcal per mole
frontier orbital gap (alpha / beta): 3.92 / 3.92 eV
charge: -1